# 1
Below is a 10-piece molecular cluster, C30H75NO13S overall at a distorted geometry, with properties calculated with wB97M-V/def2-TZVPD.

```
120
Properties=species:S:1:pos:R:3:lowdin_charge:R:1
C 1.10 0.21 1.76 0.054
C 0.36 0.55 2.84 -0.210
O -1.04 0.43 2.94 -0.313
S -1.58 -1.12 3.06 1.006
O -1.23 -1.86 1.89 -0.350
O -3.25 -0.81 2.92 -0.277
O -3.58 -0.35 1.60 -0.017
C -3.66 0.94 1.61 -0.314
N -3.37 2.06 1.71 0.220
H 1.29 -0.81 1.46 0.051
H 1.49 0.99 1.11 0.064
H 0.82 0.97 3.72 0.107
C 2.84 2.64 -2.38 -0.059
C 3.39 2.82 -0.97 -0.494
C 4.58 3.78 -0.96 -0.059
O 3.78 1.56 -0.44 -0.061
H 3.61 2.20 -3.03 0.069
H 2.00 1.95 -2.38 0.072
H 2.52 3.59 -2.81 0.081
H 2.60 3.21 -0.32 0.135
H 5.39 3.38 -1.57 0.076
H 4.96 3.89 0.05 0.079
H 4.30 4.76 -1.35 0.080
H 4.47 1.21 -1.00 0.082
C 4.36 -4.24 1.77 -0.059
C 3.66 -3.30 0.80 -0.470
C 4.44 -3.12 -0.50 -0.060
O 3.48 -2.03 1.42 -0.063
H 5.35 -3.84 2.04 0.069
H 3.78 -4.33 2.69 0.079
H 4.50 -5.23 1.33 0.069
H 2.67 -3.69 0.58 0.138
H 5.42 -2.68 -0.31 0.074
H 3.90 -2.43 -1.16 0.077
H 4.58 -4.06 -1.03 0.063
H 4.35 -1.67 1.62 0.087
C -7.67 0.64 3.68 -0.062
C -7.33 -0.35 4.78 -0.493
C -6.02 0.00 5.46 -0.056
O -7.26 -1.67 4.24 -0.051
H -6.89 0.63 2.90 0.065
H -8.61 0.37 3.19 0.078
H -7.76 1.65 4.07 0.083
H -8.13 -0.37 5.52 0.137
H -5.20 -0.03 4.74 0.062
H -5.78 -0.72 6.24 0.081
H -6.06 1.00 5.90 0.082
H -6.55 -1.68 3.58 0.080
C 9.46 -1.27 3.27 -0.062
C 8.36 -2.09 2.62 -0.497
C 8.89 -3.44 2.16 -0.055
O 7.81 -1.38 1.52 -0.057
H 10.27 -1.07 2.56 0.082
H 9.07 -0.30 3.59 0.081
H 9.89 -1.78 4.13 0.080
H 7.55 -2.25 3.33 0.137
H 9.67 -3.32 1.41 0.086
H 8.09 -4.02 1.69 0.052
H 9.29 -4.02 2.99 0.085
H 8.51 -1.24 0.87 0.085
C 7.49 -7.38 0.04 -0.058
C 6.74 -6.44 -0.89 -0.485
C 7.49 -6.23 -2.19 -0.058
O 6.54 -5.18 -0.24 -0.084
H 8.47 -6.97 0.29 0.080
H 6.94 -7.52 0.97 0.079
H 7.63 -8.36 -0.43 0.080
H 5.74 -6.84 -1.10 0.140
H 8.47 -5.78 -2.01 0.081
H 6.94 -5.54 -2.84 0.078
H 7.63 -7.17 -2.72 0.080
H 7.40 -4.81 -0.05 0.067
C -3.42 4.59 -1.99 -0.064
C -1.91 4.43 -1.82 -0.494
C -1.43 3.11 -2.40 -0.057
O -1.57 4.51 -0.43 -0.061
H -3.95 3.79 -1.46 0.057
H -3.75 5.53 -1.56 0.081
H -3.70 4.56 -3.04 0.082
H -1.40 5.26 -2.31 0.134
H -1.90 2.27 -1.88 0.078
H -0.35 3.01 -2.26 0.059
H -1.65 3.04 -3.46 0.080
H -2.02 3.78 0.02 0.055
C -7.04 2.74 0.29 -0.066
C -7.31 3.00 -1.18 -0.488
C -8.47 2.17 -1.70 -0.050
O -6.13 2.70 -1.93 -0.064
H -6.77 1.69 0.45 0.069
H -6.20 3.35 0.63 0.076
H -7.91 2.98 0.91 0.077
H -7.53 4.06 -1.34 0.141
H -8.26 1.10 -1.60 0.084
H -8.64 2.36 -2.76 0.083
H -9.39 2.39 -1.16 0.060
H -5.92 1.77 -1.80 0.086
C 6.88 -0.87 -5.00 -0.064
C 5.91 0.29 -4.81 -0.503
C 5.61 0.99 -6.12 -0.062
O 6.45 1.22 -3.87 -0.066
H 7.83 -0.50 -5.39 0.081
H 7.08 -1.36 -4.05 0.076
H 6.48 -1.61 -5.70 0.080
H 4.98 -0.08 -4.38 0.135
H 6.53 1.41 -6.55 0.081
H 4.92 1.82 -5.97 0.077
H 5.18 0.31 -6.85 0.081
H 7.27 1.56 -4.23 0.084
C -12.31 1.10 0.70 -0.061
C -12.17 2.53 0.19 -0.507
C -13.21 3.45 0.80 -0.064
O -12.29 2.54 -1.24 -0.059
H -13.29 0.70 0.44 0.081
H -11.56 0.45 0.25 0.077
H -12.20 1.06 1.79 0.079
H -11.17 2.90 0.42 0.124
H -14.22 3.11 0.54 0.081
H -13.10 4.46 0.41 0.080
H -13.13 3.48 1.89 0.080
H -13.17 2.21 -1.46 0.084
```

Computed properties:
Spin multiplicity: 1
Orbital gap (eV): 7.46
Lowest unoccupied orbital energy (eV): -0.6098
Energy (Ha): -2618.76010
Max |F| (eV Å⁻¹): 2.50

***

# 2
Below is a 23-piece molecular cluster, C16H60NO26 overall at a distorted geometry, with properties calculated with wB97M-V/def2-TZVPD.

```
103
Properties=species:S:1:pos:R:3:lowdin_charge:R:1
O -3.31 -6.26 -3.85 -0.015
C -3.01 -5.09 -3.23 -0.248
O -3.36 -4.86 -1.82 -0.023
C -2.25 -3.87 -4.08 -0.078
C -0.67 -3.70 -3.67 -0.157
C -0.38 -2.66 -2.43 -0.032
C -0.70 -2.96 -0.83 0.114
C -0.31 -1.84 0.35 0.049
C -0.57 -2.12 1.94 -0.235
O 0.24 -1.71 2.92 0.041
O -1.84 -2.85 2.28 -0.044
C 0.39 -0.45 -0.16 0.001
C 0.91 0.79 0.79 -0.147
C -0.24 1.48 1.73 -0.130
C 0.26 2.77 2.66 -0.013
C -0.70 3.60 3.70 -0.048
C -2.27 3.14 3.83 -0.049
C -2.80 1.86 2.90 -0.022
C -1.81 1.04 1.84 -0.023
C 0.65 -0.27 -1.80 0.084
N 0.28 -1.32 -2.82 0.080
H -3.75 -3.94 -1.74 0.097
H -2.26 -4.25 -5.21 0.141
H -2.79 -2.83 -3.98 0.131
H -0.28 -4.76 -3.32 0.149
H 0.02 -3.41 -4.60 0.114
H -1.20 -3.98 -0.52 0.118
H -1.93 -3.63 1.62 0.091
H 1.35 1.64 0.08 0.118
H 1.82 0.42 1.45 0.129
H 1.40 3.12 2.57 0.072
H -0.19 4.47 4.33 0.069
H -2.95 3.71 4.60 0.088
H -3.95 1.58 3.06 0.065
H -2.23 0.14 1.21 0.059
H 1.18 0.70 -2.19 0.125
H 0.48 -1.12 -3.83 0.152
O -3.75 -2.86 0.07 -0.060
H -3.67 -2.27 0.83 0.049
H -3.77 -3.74 0.46 0.061
O 4.04 -1.02 -2.34 -0.050
H 4.53 -1.50 -1.66 0.070
H 3.12 -1.32 -2.22 0.022
O 1.55 5.74 4.73 -0.069
H 2.40 5.77 4.27 0.046
H 1.56 6.51 5.31 0.050
O 2.80 3.64 1.08 -0.076
H 3.56 3.26 0.63 0.028
H 2.47 4.32 0.47 0.025
O 3.35 -0.59 -5.07 -0.074
H 3.48 0.33 -5.35 0.044
H 3.67 -0.60 -4.15 -0.022
O -2.73 -0.97 4.43 -0.063
H -1.96 -0.91 5.03 0.052
H -2.36 -1.31 3.60 -0.020
O -1.44 -5.63 2.57 -0.061
H -1.36 -5.04 3.33 0.042
H -1.46 -6.52 2.96 0.060
O 2.62 -3.74 2.67 -0.061
H 2.88 -2.82 2.80 0.002
H 1.69 -3.76 2.93 0.032
O 3.73 -1.14 3.48 -0.056
H 3.87 -0.23 3.20 0.049
H 4.05 -1.15 4.40 0.024
O 1.77 5.72 -1.39 -0.060
H 2.53 5.34 -1.85 0.040
H 1.44 6.40 -2.01 0.026
O 1.43 8.60 -0.93 -0.054
H 1.52 9.19 -0.16 0.062
H 1.42 7.72 -0.53 0.022
O -3.74 0.22 -0.86 -0.064
H -4.67 0.30 -1.13 0.054
H -3.67 -0.69 -0.55 -0.011
O 3.83 -1.40 6.58 -0.054
H 4.32 -1.88 7.26 0.054
H 2.91 -1.70 6.70 0.052
O -5.89 0.75 2.73 -0.078
H -5.39 0.27 3.42 0.026
H -6.80 0.45 2.85 0.009
O 0.37 -4.74 -5.93 -0.089
H 0.72 -4.69 -6.83 0.052
H -0.01 -5.63 -5.89 0.060
O 0.79 5.77 -4.18 -0.051
H -0.06 5.31 -4.18 0.047
H 0.89 6.09 -5.09 0.061
O -8.80 -0.17 3.75 -0.055
H -9.73 -0.10 3.49 0.051
H -8.72 -1.09 4.07 0.049
O 4.79 4.15 -1.21 -0.053
H 5.51 3.82 -1.75 0.056
H 5.18 4.90 -0.72 0.059
O 2.01 -6.54 -7.23 -0.059
H 2.01 -7.48 -7.00 0.055
H 2.78 -6.18 -6.77 0.054
O 0.54 10.13 -3.40 -0.074
H 1.03 9.65 -2.72 -0.011
H -0.38 9.83 -3.28 0.035
O 0.49 2.94 -2.77 -0.066
H 0.75 3.87 -2.63 0.002
H -0.44 2.92 -2.51 0.055
O 4.25 -5.79 3.83 -0.082
H 5.01 -6.17 3.38 0.033
H 3.92 -5.11 3.22 -0.016
```

Computed properties:
Spin multiplicity: 1
Orbital gap (eV): 4.79
Net charge: +1
Lowest unoccupied orbital energy (eV): -4.9733
Energy (Ha): -2655.78141
Max |F| (eV Å⁻¹): 9.58

***

# 3
Below is C29H28HfN5O2S as an isolated structure at a distorted geometry, with properties calculated with wB97M-V/def2-TZVPD.

```
66
Properties=species:S:1:pos:R:3:lowdin_spin:R:1
Hf 0.55 0.47 0.71 0.120
C -2.91 1.21 -2.86 0.004
C -1.93 0.04 -2.56 0.002
C -2.42 -0.93 -1.56 0.001
C -3.05 -2.10 -1.98 0.001
C -3.44 -3.10 -1.05 0.001
C -3.27 -2.80 0.28 0.001
C -2.77 -1.60 0.77 0.002
C -2.66 -1.45 2.29 0.003
C -4.13 -1.26 2.75 0.002
C -2.29 -0.69 -0.16 0.005
N -1.55 0.48 0.26 0.085
C -2.34 1.59 0.68 0.348
C -1.72 2.56 1.45 0.012
C -2.03 3.79 2.04 0.182
C -0.80 4.22 2.63 0.013
C 0.15 3.29 2.40 0.126
N -0.38 2.18 1.73 0.029
H -2.53 1.84 -3.65 0.000
H -3.04 1.85 -1.97 0.004
H -3.88 0.82 -3.05 0.000
H -0.95 0.47 -2.28 0.002
H -1.73 -0.57 -3.44 0.000
H -3.06 -2.32 -3.03 0.000
H -3.82 -4.04 -1.44 0.000
H -3.50 -3.61 0.92 0.000
H -2.03 -0.59 2.51 0.004
H -2.28 -2.32 2.78 0.000
H -4.66 -0.57 2.16 0.001
H -4.29 -1.03 3.81 0.000
H -4.72 -2.18 2.68 0.000
H -3.39 1.52 0.40 0.018
H -2.98 4.30 2.06 0.011
H -0.64 5.12 3.27 -0.003
H 1.18 3.22 2.71 0.008
O 2.41 0.90 1.47 0.002
C 3.62 1.07 1.02 0.000
C 4.76 0.63 1.71 0.000
C 6.01 0.95 1.23 0.000
C 6.22 1.57 0.00 0.000
C 5.11 1.93 -0.75 0.000
C 3.81 1.70 -0.23 0.000
C 2.63 2.15 -0.99 0.000
N 1.40 1.64 -0.99 0.005
C 0.59 2.49 -1.74 0.003
C 1.34 3.47 -2.27 0.001
N 2.61 3.26 -1.83 0.000
H 4.63 0.06 2.64 0.000
H 6.94 0.55 1.74 0.000
H 7.24 1.71 -0.41 0.000
H 5.24 2.37 -1.73 0.000
H -0.47 2.36 -1.76 0.001
H 1.10 4.34 -2.87 0.000
H 3.42 3.82 -2.03 0.000
O 1.27 -1.13 -0.68 0.000
N 1.26 -2.45 -0.51 0.001
C 1.12 -3.17 -1.60 0.001
C 1.29 -4.56 -1.57 0.000
C 1.38 -5.16 -0.34 0.001
C 1.34 -4.40 0.83 0.000
C 1.21 -2.99 0.76 0.001
S 0.98 -1.96 2.13 0.001
H 0.87 -2.68 -2.56 0.000
H 1.15 -5.14 -2.46 0.000
H 1.46 -6.24 -0.25 0.000
H 1.42 -4.91 1.74 0.000
```

Computed properties:
<S²>: 0.78
Spin multiplicity: 2
Orbital gap (spin up / spin down) (eV): 5.49 / 7.72
Energy relative to the best compared isomer or geometry (same formula, charge and spin) (kJ/mol): 80.96
Lowest unoccupied orbital energy (spin up / spin down) (eV): 0.2463 / 0.2203
Energy (Ha): -1992.44919
Max |F| (eV Å⁻¹): 2.81